Computed, not measured: a molecular structure, C19H36NO2P3W at a distorted geometry, with ωB97M-V/def2-TZVPD.

XYZ file:
```
62
Properties=species:S:1:pos:R:3:forces:R:3:nbo_charge:R:1
P 3.3574 -1.7108 0.7425 4.7 -0.2 0.5 1.32
C 4.1132 -1.6600 2.4136 -1.6 0.3 0.8 -0.95
H 5.1136 -2.1121 2.3897 -0.3 0.1 -0.3 0.30
H 3.4590 -2.2224 3.0909 0.4 0.0 0.1 0.27
H 4.1705 -0.6216 2.7650 0.0 -0.3 -0.1 0.27
C 4.2074 -3.1961 0.0781 -1.7 -0.7 -0.7 -0.95
H 4.2749 -3.1225 -1.0150 0.0 -0.1 0.3 0.27
H 3.5916 -4.0679 0.3346 0.4 -0.1 -0.1 0.27
H 5.2058 -3.3008 0.5214 -0.3 0.3 0.1 0.31
C 4.4032 -0.4215 -0.0647 -1.6 0.8 -0.6 -0.95
H 5.4584 -0.5557 0.2115 -0.3 -0.3 0.2 0.31
H 4.0561 0.5656 0.2669 0.3 -0.1 -0.1 0.25
H 4.2919 -0.4851 -1.1549 0.2 0.0 0.2 0.25
P -1.2903 3.4144 -0.7842 0.1 0.2 -0.2 1.09
C -1.3905 3.7689 0.9921 0.2 -0.5 0.2 -0.96
H -1.9234 4.7153 1.1647 0.2 -0.2 -0.1 0.30
H -0.3801 3.8248 1.4164 -0.2 0.1 0.0 0.26
H -1.9284 2.9432 1.4776 0.0 0.4 0.0 0.25
C -0.2517 4.7331 -1.4907 0.4 -0.5 -0.1 -0.95
H -0.2287 4.6385 -2.5855 0.0 0.2 0.3 0.26
H 0.7729 4.6195 -1.1090 -0.2 0.2 -0.1 0.26
H -0.6433 5.7208 -1.2108 0.0 -0.3 0.0 0.30
C -2.9668 3.7297 -1.4172 0.0 -0.7 -0.1 -0.95
H -3.2731 4.7626 -1.1971 0.2 -0.2 0.0 0.30
H -3.6608 3.0270 -0.9340 0.1 0.3 -0.2 0.26
H -2.9912 3.5578 -2.5018 -0.1 0.2 0.3 0.26
P -2.4263 -2.2914 0.6731 0.7 -0.3 -1.1 1.55
C -2.8840 -2.3585 2.3891 0.0 0.5 0.4 -1.00
H -3.4481 -3.2897 2.5581 0.1 0.2 -0.1 0.33
H -3.5215 -1.4953 2.6381 0.1 -0.3 0.0 0.31
H -1.9890 -2.3499 3.0288 -0.3 -0.1 -0.3 0.30
C -3.7741 -2.5754 -0.4640 -0.2 0.4 -0.1 -0.99
H -4.2535 -3.5306 -0.1999 0.1 0.2 -0.1 0.33
H -3.4038 -2.6232 -1.4994 -0.1 -0.1 0.4 0.28
H -4.5087 -1.7593 -0.3756 0.1 -0.3 0.0 0.30
C -1.0043 -3.2786 0.2536 0.3 -0.2 0.1 -1.02
H -1.2295 -4.3224 0.5233 0.1 0.2 -0.1 0.32
H -0.1309 -2.9166 0.8291 -0.5 -0.3 -0.2 0.32
H -0.7993 -3.2123 -0.8254 -0.2 -0.1 0.3 0.26
W -0.2646 0.7720 -1.6502 -2.9 3.4 9.7 0.73
C 0.6123 1.2113 0.1558 3.2 1.2 6.7 0.58
O 1.0991 1.4080 1.2167 -2.3 -0.8 -5.3 -0.35
C -1.7519 -0.4617 0.1417 -1.8 2.2 3.4 0.24
O -2.1818 0.3432 0.9541 1.6 -2.1 -3.0 -0.35
C -1.5699 0.4911 -3.2242 -2.2 0.0 -1.5 -0.27
C -0.9848 -0.7359 -2.8313 -0.3 -1.8 -1.6 -0.23
C 0.4241 -0.8325 -2.7174 0.9 -2.7 -1.3 -0.34
C 1.2344 0.3001 -2.9439 2.1 -0.7 -1.3 -0.27
C 0.6492 1.5362 -3.2929 1.1 1.3 -2.2 -0.30
C -0.7612 1.6377 -3.4146 -0.5 0.9 -2.7 -0.25
H -2.6478 0.5730 -3.3183 0.1 0.0 -0.1 0.31
H -1.6011 -1.5978 -2.6231 0.0 0.1 0.0 0.27
H 0.8825 -1.7742 -2.4287 0.0 0.2 0.0 0.30
H 2.3094 0.2216 -2.8307 -0.1 0.1 0.0 0.31
H 1.2731 2.4053 -3.4541 0.1 0.0 0.1 0.32
H -1.2128 2.5819 -3.6813 -0.1 0.0 0.0 0.31
C 0.3249 -0.1544 4.3934 -0.1 0.4 0.5 -0.76
C 0.4901 -0.9805 3.2226 0.4 -1.0 -1.0 0.43
N 0.6541 -1.6667 2.2991 -0.2 1.1 0.9 -0.51
H 1.0222 -0.4743 5.1816 -0.2 0.1 -0.2 0.31
H -0.7023 -0.2400 4.7765 0.3 0.0 -0.1 0.29
H 0.5285 0.8952 4.1403 -0.1 -0.3 0.1 0.28
```
Positions in Å, forces in eV/Å.

Output
highest occupied orbital energy (alpha / beta) = -20.99 / -20.90 eV
E_LUMO (alpha / beta) = -14.5 / -15.1 eV
largest force on an atom = 10.66 eV/A
net charge = +4
2S+1 = 3
orbital gap (alpha / beta) = 6.5 / 5.8 eV